Molecular formula: C4H8N4
Method: DFT, wB97M-V/def2-TZVPD

The geometry in ORCA input format:
```
! RIJCOSX wB97M-V def2-TZVPD def2/J DEFGRID3
* xyz 0 1
C -0.3642 -1.1668 -0.0782
C 0.3762 0.0223 -0.5868
N 0.4464 -2.2015 0.3274
N 1.5611 -0.2787 -1.2558
C -0.0120 1.2700 -0.2713
C -0.9311 1.6877 1.0101
N -1.6334 -1.1584 -0.0852
N -1.0004 2.8394 1.4765
H 0.0301 -2.9435 0.8669
H 1.4149 -2.0018 0.5181
H 1.9990 0.5105 -1.7077
H 1.5258 -1.0974 -1.8465
H -2.0573 -1.9852 0.3295
H -0.2127 3.4622 1.2775
H 0.5298 2.1131 -0.6921
H -1.6722 0.9283 0.7176
*
```

Computed properties:
- Energy above the lowest of the compared OMol25 structures with the same formula, charge and spin: 49.2 kcal per mole
- Kohn-Sham gap: 0.34043 Eh
- Highest occupied orbital energy: -8.5 eV
- SMILES string: [H]\N=C/C=C(N)\C(N)=N\[H]